(1)
DFT (ωB97M-V/def2-TZVPD) results for a molecular structure, C55H70BBrN2O2P4Pt at a distorted geometry.

Structure (XYZ):
```
136
Properties=species:S:1:pos:R:3:lowdin_charge:R:1
Pt 0.5739 0.1591 0.0113 1.067
C 2.3446 4.6154 -0.2252 -0.077
C 0.9343 4.3175 0.2943 -0.651
C -0.0160 4.1631 -0.8974 -0.141
C 0.4343 5.4562 1.1816 -0.057
P 0.9505 2.6255 1.1310 1.202
C -0.6934 2.6638 1.9990 -0.249
N -1.1112 1.3280 2.2931 -0.024
B -0.9144 0.2023 1.4304 -0.577
N -1.4824 -0.9063 2.1312 -0.007
C -1.5215 -2.2694 1.6797 -0.248
P 0.0829 -2.6453 0.8047 1.229
C 0.7739 -3.9961 1.9564 -0.651
C 1.1005 -3.2711 3.2711 -0.075
C 2.0634 -4.5530 1.3442 -0.075
C -0.1995 -5.1401 2.2544 -0.067
C -0.4336 -3.3319 -0.8754 -0.666
C -1.4513 -2.3655 -1.4837 -0.118
C -1.0435 -4.7315 -0.8091 -0.066
C 0.8238 -3.3386 -1.7541 -0.081
C -1.9334 -0.4821 3.3636 -0.156
C -2.5252 -1.1780 4.4152 -0.007
C -2.8458 -0.4790 5.5617 -0.071
C -2.5910 0.8941 5.6713 -0.071
C -2.0228 1.6007 4.6312 -0.008
C -1.6950 0.9097 3.4667 -0.170
C 2.1809 2.5114 2.5632 -0.650
C 2.1887 3.7527 3.4519 -0.066
C 1.7895 1.2784 3.3865 -0.069
C 3.5795 2.2907 1.9726 -0.071
H 2.3044 5.4497 -0.9279 0.092
H 2.7666 3.7527 -0.7475 0.079
H 3.0153 4.9018 0.5836 0.077
H 0.1019 5.0224 -1.5615 0.106
H -1.0601 4.1262 -0.5841 0.078
H 0.1957 3.2543 -1.4587 0.023
H 0.4006 6.3592 0.5679 0.106
H 1.0877 5.6601 2.0251 0.069
H -0.5753 5.2806 1.5534 0.084
H -1.4004 3.1289 1.3088 0.098
H -0.6414 3.2649 2.9061 0.095
H -2.3509 -2.4303 0.9914 0.098
H -1.6547 -2.9221 2.5383 0.072
H 1.8204 -2.4652 3.1305 0.057
H 1.5404 -3.9804 3.9733 0.102
H 0.2118 -2.8473 3.7435 0.081
H 2.7328 -3.7552 1.0183 0.064
H 1.8533 -5.1969 0.4905 0.075
H 2.5869 -5.1580 2.0868 0.102
H -1.2270 -4.8148 2.4116 0.075
H 0.1266 -5.6328 3.1722 0.102
H -0.2010 -5.8919 1.4711 0.072
H -2.4325 -2.4301 -1.0140 0.079
H -1.5787 -2.6264 -2.5368 0.089
H -1.0985 -1.3298 -1.4289 0.024
H -1.8635 -4.7919 -0.0923 0.087
H -0.2924 -5.4779 -0.5602 0.073
H -1.4392 -4.9864 -1.7945 0.098
H 1.2064 -2.3259 -1.8861 0.046
H 0.5838 -3.7421 -2.7410 0.099
H 1.6176 -3.9522 -1.3281 0.074
H -2.7440 -2.2358 4.3519 0.112
H -3.3046 -0.9947 6.3934 0.111
H -2.8489 1.4041 6.5887 0.111
H -1.8477 2.6642 4.7295 0.112
H 1.1973 4.0155 3.8225 0.081
H 2.6153 4.6116 2.9368 0.074
H 2.8222 3.5474 4.3168 0.104
H 0.9185 1.4645 4.0155 0.085
H 2.6203 1.0138 4.0431 0.106
H 1.5796 0.4205 2.7432 0.046
H 3.9376 3.1644 1.4315 0.073
H 3.5873 1.4363 1.2994 0.040
H 4.2858 2.0908 2.7805 0.105
O -1.1883 1.1507 -1.2433 -0.416
P -2.1099 0.8858 -2.3914 0.786
C -1.3420 -0.1125 -3.7402 -0.278
P 0.4711 0.0679 -3.6737 0.763
O 0.9718 -0.1187 -2.2836 -0.438
C 0.8770 1.6905 -4.3342 -0.265
C 1.3761 2.6556 -3.4673 -0.094
C 1.7208 3.9087 -3.9493 -0.057
C 1.5786 4.1878 -5.3012 -0.046
C 1.1032 3.2159 -6.1730 -0.050
C 0.7436 1.9680 -5.6929 -0.057
C 1.1526 -1.1796 -4.7822 -0.285
C 2.5043 -1.4763 -4.6198 -0.068
C 3.1047 -2.4325 -5.4208 -0.051
C 2.3535 -3.0956 -6.3835 -0.051
C 1.0070 -2.8036 -6.5460 -0.059
C 0.4036 -1.8396 -5.7517 -0.079
C -3.5891 -0.0164 -1.8674 -0.292
C -4.2404 0.5140 -0.7532 -0.064
C -5.3908 -0.0836 -0.2684 -0.051
C -5.8971 -1.2172 -0.8913 -0.051
C -5.2594 -1.7408 -2.0065 -0.056
C -4.1121 -1.1377 -2.5008 -0.104
C -2.7293 2.3338 -3.2786 -0.269
C -2.2711 3.6185 -3.0254 -0.061
C -2.7664 4.6867 -3.7595 -0.049
C -3.7160 4.4709 -4.7452 -0.051
C -4.1825 3.1859 -4.9981 -0.052
C -3.6943 2.1201 -4.2639 -0.077
H -1.7119 0.2223 -4.7097 0.081
H -1.5704 -1.1693 -3.6047 0.031
H 1.4884 2.4056 -2.4186 0.069
H 2.1120 4.6659 -3.2820 0.101
H 1.8492 5.1641 -5.6804 0.117
H 1.0191 3.4308 -7.2297 0.117
H 0.3741 1.2074 -6.3714 0.114
H 3.0758 -0.9572 -3.8589 0.108
H 4.1548 -2.6622 -5.3016 0.115
H 2.8221 -3.8397 -7.0132 0.116
H 0.4268 -3.3259 -7.2946 0.115
H -0.6449 -1.6082 -5.8935 0.103
H -3.8353 1.4015 -0.2801 0.114
H -5.9012 0.3341 0.5891 0.116
H -6.7951 -1.6881 -0.5147 0.116
H -5.6607 -2.6174 -2.4972 0.116
H -3.6404 -1.5469 -3.3859 0.106
H -1.5289 3.7751 -2.2567 0.043
H -2.4122 5.6903 -3.5645 0.114
H -4.0999 5.3021 -5.3211 0.116
H -4.9272 3.0208 -5.7648 0.116
H -4.0734 1.1203 -4.4456 0.110
Br 7.2008 -1.2168 0.1703 0.788
C 5.3399 -0.8524 0.1451 -0.673
C 4.8131 -0.0257 -0.8361 -0.106
C 3.4521 0.2410 -0.8565 -0.129
C 2.6209 -0.3096 0.1045 -0.282
C 3.1592 -1.1173 1.0898 -0.151
C 4.5160 -1.3997 1.1168 -0.105
H 5.4610 0.4215 -1.5771 0.114
H 3.0633 0.8827 -1.6361 0.085
H 2.5307 -1.5264 1.8650 0.044
H 4.9273 -2.0371 1.8874 0.116
```

For the energy, the calculation gives -176358.79533 eV. The total charge is +2. Its HOMO-LUMO gap is 0.2172 Ha. The multiplicity is 1. For the LUMO energy, the calculation gives -6.40 eV.


(2)
DFT (ωB97M-V/def2-TZVPD) results for a molecular structure, C4H3LiO6 at a distorted geometry.

Structure (XYZ):
```
14
Properties=species:S:1:pos:R:3:lowdin_charge:R:1
O 1.7754 -0.7484 -2.9573 -0.047
C 1.4641 -0.8620 -1.7619 -0.768
O 1.9472 -1.6584 -0.9414 -0.052
O 0.4540 0.0143 -1.3344 0.013
O -0.9432 1.1887 1.5858 -0.037
C -2.5237 -0.1061 2.4460 -0.436
O -2.9413 -0.6702 1.4898 0.151
O -2.6000 0.0419 3.6185 0.168
C -0.6570 1.2655 0.3586 -0.207
C 0.5854 0.5969 -0.1196 -0.160
Li 3.1276 -2.1569 -2.5180 0.851
H -1.5022 1.2640 -0.3591 0.158
H 1.0730 -0.0431 0.6311 0.156
H 0.7405 1.8738 -0.1381 0.211
```

For the energy, the calculation gives -16685.77202 eV. The total charge is 0. Its HOMO-LUMO gap is 0.3147 Ha. The multiplicity is 1. For the LUMO energy, the calculation gives -0.98 eV. The calculation puts the energy relative to the best compared isomer or geometry (same formula, charge and spin) at 38.81 kcal/mol.